Record 1
DFT (ωB97M-V/def2-TZVPD) results for a molecular structure, C33H122BaF3O31.

CARTESIAN COORDINATES (ANGSTROEM)
Ba: -10.77 16.70 3.77
C: -7.14 17.54 5.20
O: -7.42 18.91 5.24
O: -8.31 16.81 5.21
C: -6.04 17.26 4.07
F: -5.99 15.97 3.84
F: -6.34 17.77 2.85
F: -4.78 17.48 4.39
C: -6.43 19.83 5.66
C: -7.15 21.21 5.86
H: -7.78 21.11 6.74
H: -6.56 22.05 6.21
H: -7.72 21.43 4.95
H: -5.71 19.93 4.84
H: -5.97 19.46 6.57
H: -6.75 17.25 6.17
C: -6.43 24.27 -0.54
O: -6.60 23.15 0.34
H: -6.32 24.01 -1.59
H: -7.33 24.86 -0.39
H: -5.54 24.84 -0.26
H: -6.64 23.44 1.25
C: -8.35 13.46 2.95
O: -9.07 14.27 3.85
H: -7.53 14.14 2.69
H: -8.12 12.46 3.30
H: -8.80 13.31 1.97
H: -8.49 14.66 4.51
C: -10.20 24.32 6.73
O: -10.06 24.24 5.34
H: -9.59 23.54 7.19
H: -9.81 25.29 7.04
H: -11.21 24.03 7.02
H: -10.94 24.43 5.00
C: -1.91 12.47 2.07
O: -1.37 11.15 2.28
H: -1.78 12.64 1.00
H: -2.99 12.54 2.22
H: -1.30 13.22 2.58
H: -0.41 11.18 2.34
C: -4.15 20.12 1.90
O: -3.51 20.65 0.84
H: -4.68 19.19 1.71
H: -3.50 19.91 2.76
H: -4.87 20.83 2.29
H: -2.69 21.09 1.08
C: -8.60 25.51 2.56
O: -8.11 24.41 3.35
H: -9.61 25.23 2.26
H: -8.69 26.44 3.12
H: -7.99 25.88 1.74
H: -8.59 24.37 4.18
C: -7.23 15.06 -1.83
O: -7.72 14.95 -0.48
H: -6.33 15.67 -1.98
H: -7.17 14.06 -2.25
H: -8.06 15.50 -2.39
H: -7.26 14.17 -0.15
C: -6.01 11.53 1.01
O: -6.84 12.29 0.24
H: -5.05 12.05 1.06
H: -6.41 11.46 2.02
H: -6.04 10.56 0.53
H: -7.31 11.68 -0.33
C: -6.94 19.81 -1.07
O: -7.33 20.35 0.16
H: -7.37 20.42 -1.87
H: -5.88 19.58 -1.18
H: -7.55 18.91 -1.19
H: -6.86 21.18 0.25
C: -1.82 21.69 5.66
O: -0.81 20.84 5.06
H: -1.41 22.36 6.42
H: -2.29 22.29 4.88
H: -2.67 21.14 6.07
H: -0.55 20.22 5.74
C: -8.12 22.27 10.26
O: -8.37 21.22 11.20
H: -8.83 23.09 10.37
H: -7.16 22.73 10.51
H: -8.05 21.85 9.26
H: -9.07 21.55 11.76
C: -5.68 13.36 5.87
O: -6.16 12.16 5.33
H: -6.47 13.87 6.42
H: -4.87 13.08 6.55
H: -5.34 14.02 5.07
H: -5.58 11.90 4.61
C: -2.01 19.63 9.66
O: -1.77 19.89 8.29
H: -1.14 19.80 10.29
H: -2.81 20.27 10.03
H: -2.40 18.61 9.70
H: -1.14 19.23 7.98
C: -0.04 17.45 6.40
O: 0.31 18.56 7.17
H: -0.07 16.59 7.07
H: -1.02 17.59 5.95
H: 0.71 17.15 5.67
H: 1.27 18.56 7.23
C: -2.08 13.81 5.48
O: -1.26 14.94 5.57
H: -1.65 12.87 5.11
H: -2.48 13.58 6.46
H: -2.88 14.06 4.79
H: -0.40 14.63 5.87
C: 0.27 20.64 2.07
O: -0.99 21.20 2.16
H: 0.96 21.04 2.81
H: 0.16 19.59 2.34
H: 0.75 20.78 1.10
H: -1.28 21.25 3.08
C: -5.79 19.10 9.95
O: -5.58 20.17 10.80
H: -4.82 18.81 9.55
H: -6.40 18.38 10.50
H: -6.33 19.52 9.10
H: -6.43 20.49 11.12
C: -11.99 19.54 6.11
O: -12.34 18.52 5.19
H: -10.92 19.75 6.24
H: -12.34 20.55 5.93
H: -12.35 19.18 7.08
H: -13.18 18.10 5.37
C: -7.30 16.21 11.95
O: -6.85 15.48 10.74
H: -6.45 16.45 12.58
H: -7.80 17.15 11.71
H: -7.92 15.54 12.54
H: -7.10 15.96 9.94
C: -9.81 20.53 3.38
O: -9.66 19.27 3.83
H: -10.54 20.44 2.58
H: -10.14 21.28 4.11
H: -8.83 20.89 3.07
H: -8.82 19.17 4.29
C: -9.05 17.80 0.90
O: -9.28 16.48 1.44
H: -9.03 17.47 -0.14
H: -9.89 18.44 1.14
H: -8.01 18.08 1.09
H: -8.95 15.78 0.86
C: -3.87 16.33 7.45
O: -3.99 16.05 8.81
H: -4.75 16.84 7.06
H: -3.07 17.04 7.26
H: -3.78 15.50 6.75
H: -4.78 15.54 8.99
C: -12.24 14.32 6.16
O: -12.03 15.69 6.01
H: -11.81 13.76 5.32
H: -11.75 14.02 7.09
H: -13.29 14.05 6.20
H: -12.80 16.09 6.42
C: -2.95 19.87 -2.22
O: -3.02 18.88 -1.23
H: -3.94 20.11 -2.62
H: -2.56 20.85 -1.96
H: -2.45 19.45 -3.09
H: -3.56 19.26 -0.53
C: -4.62 23.85 3.55
O: -5.80 23.02 3.44
H: -4.42 24.08 4.60
H: -3.77 23.33 3.10
H: -4.64 24.75 2.92
H: -6.60 23.54 3.54
C: -9.20 16.94 8.93
O: -8.07 16.29 8.50
H: -9.37 17.79 8.27
H: -10.14 16.38 8.91
H: -9.17 17.32 9.95
H: -8.03 16.27 7.54
C: -2.01 16.78 2.75
O: -0.76 16.24 3.21
H: -1.95 17.23 1.76
H: -2.82 16.05 2.77
H: -2.29 17.61 3.40
H: -0.88 15.62 3.93
C: -3.83 15.68 -0.23
O: -3.72 16.20 -1.50
H: -2.91 15.19 0.10
H: -4.12 16.50 0.43
H: -4.65 14.98 -0.13
H: -3.52 17.13 -1.33
C: -4.75 25.62 9.76
O: -4.54 26.54 10.85
H: -4.03 24.83 9.93
H: -5.77 25.25 9.67
H: -4.55 26.10 8.80
H: -3.69 26.98 10.78

Output
E_HOMO: -10.960 eV
LUMO: -3.07 eV
E: -3987.349123 hartree
charge: +1
gap between HOMO and LUMO: 7.89 eV

Löwdin atomic charge list, values in e, 2 entries: 2.049 -0.417

---

Record 2
DFT (ωB97M-V/def2-TZVPD) results for a molecular structure, C33H14BrCl5F7PTi.

CARTESIAN COORDINATES (ANGSTROEM)
Ti: -0.77 0.75 0.97
Cl: 0.05 3.83 -1.05
C: -1.30 3.76 0.01
C: -1.50 2.60 0.74
C: -2.57 2.57 1.61
Cl: -2.68 1.06 2.56
C: -3.48 3.59 1.79
Cl: -4.78 3.44 2.89
C: -3.27 4.74 1.02
Cl: -4.34 6.05 1.18
C: -2.18 4.83 0.14
Cl: -1.93 6.26 -0.77
F: 3.85 -4.75 1.76
C: 3.39 -3.56 1.48
C: 4.11 -2.69 0.67
F: 5.28 -3.05 0.19
C: 3.60 -1.43 0.39
F: 4.33 -0.61 -0.36
C: 2.36 -1.01 0.87
P: 1.69 0.62 0.46
C: 2.08 1.07 -1.23
C: 1.30 0.49 -2.22
C: 1.51 0.82 -3.55
C: 2.49 1.74 -3.89
C: 3.27 2.33 -2.90
C: 3.07 2.00 -1.57
C: 2.30 1.75 1.73
C: 3.59 2.26 1.81
C: 3.94 3.10 2.85
C: 3.01 3.43 3.83
C: 1.72 2.91 3.78
C: 1.38 2.07 2.73
C: 1.67 -1.90 1.69
Br: 0.02 -1.43 2.52
C: 2.16 -3.15 2.00
F: 1.48 -3.97 2.78
H: 0.52 -0.23 -1.97
H: 0.90 0.36 -4.32
H: 2.65 2.00 -4.92
H: 4.03 3.04 -3.16
H: 3.68 2.47 -0.81
H: 4.35 1.99 1.08
H: 4.94 3.50 2.91
H: 3.29 4.09 4.64
H: 1.00 3.14 4.55
H: 0.38 1.62 2.77
F: -4.18 -6.68 -3.27
C: -5.00 -5.95 -2.50
F: -5.37 -6.71 -1.46
F: -6.09 -5.66 -3.21
C: -4.29 -4.70 -2.03
C: -3.47 -4.78 -0.90
C: -2.79 -3.66 -0.48
C: -2.92 -2.46 -1.19
C: -3.74 -2.39 -2.33
C: -4.42 -3.52 -2.74
C: -2.23 -1.32 -0.76
C: -1.62 -0.32 -0.37
H: -3.39 -5.71 -0.36
H: -2.15 -3.70 0.39
H: -3.84 -1.46 -2.86
H: -5.07 -3.48 -3.61

Output
E_HOMO: -14.640 eV
energy above the lowest of the compared OMol25 structures with the same formula, charge and spin: 0.00 kcal per mole
LUMO: -8.04 eV
E: -8030.139515 hartree
charge: +2
gap between HOMO and LUMO: 6.60 eV

Löwdin atomic charge list, values in e, 2 entries: 0.640 0.791

---

Record 3
DFT (ωB97M-V/def2-TZVPD) results for a molecular structure, C33H17F15GeN6PdS2.

CARTESIAN COORDINATES (ANGSTROEM)
Pd: 0.32 -1.60 0.70
C: 6.12 -1.33 1.70
C: 4.93 -1.75 2.47
N: 4.86 -1.87 3.76
N: 3.56 -2.27 3.98
C: 2.83 -2.39 2.87
S: 1.21 -2.82 2.78
N: 3.71 -2.07 1.88
N: 3.39 -2.11 0.54
H: 6.93 -1.15 2.39
H: 5.92 -0.42 1.14
H: 6.42 -2.10 0.99
H: 3.23 -2.41 4.92
H: 3.41 -1.18 0.12
H: 3.95 -2.79 0.04
C: 1.52 -1.62 -2.35
N: 0.76 -2.30 -1.31
C: 0.28 -3.47 -1.54
C: -0.60 -4.07 -0.61
C: -1.19 -5.33 -0.53
C: -1.93 -5.33 0.67
C: -1.73 -4.07 1.25
N: -0.95 -3.31 0.47
C: 0.68 -0.78 -3.28
C: 1.27 -0.31 -4.45
C: 0.57 0.50 -5.33
C: -0.74 0.85 -5.05
C: -1.34 0.37 -3.89
C: -0.63 -0.43 -3.01
H: 2.07 -2.36 -2.95
H: 2.25 -0.98 -1.86
H: 0.52 -3.99 -2.47
H: -1.11 -6.13 -1.25
H: -2.53 -6.13 1.06
H: -2.14 -3.70 2.18
H: 2.30 -0.58 -4.67
H: 1.05 0.86 -6.23
H: -1.30 1.48 -5.73
H: -2.37 0.63 -3.67
H: -1.12 -0.81 -2.11
F: -3.02 1.83 3.12
C: -2.05 2.76 3.21
C: -0.97 2.76 2.35
C: -0.05 3.79 2.55
F: 1.05 3.87 1.78
C: -0.19 4.76 3.52
F: 0.72 5.72 3.67
C: -1.30 4.72 4.35
F: -1.46 5.65 5.29
C: -2.24 3.72 4.19
F: -3.30 3.69 4.99
Ge: -0.55 1.47 0.92
S: 1.28 0.43 1.45
C: -0.36 2.59 -0.69
C: 0.65 2.42 -1.63
F: 1.59 1.47 -1.50
C: 0.78 3.23 -2.75
F: 1.77 3.04 -3.62
C: -0.13 4.24 -2.95
F: -0.04 5.03 -4.03
C: -1.15 4.45 -2.04
F: -2.04 5.42 -2.24
C: -1.24 3.63 -0.93
F: -2.27 3.85 -0.10
C: -2.16 0.36 0.69
C: -2.54 -0.49 1.72
F: -1.77 -0.62 2.82
C: -3.72 -1.21 1.73
F: -4.05 -1.99 2.75
C: -4.59 -1.08 0.65
F: -5.73 -1.76 0.63
C: -4.26 -0.22 -0.38
F: -5.10 -0.09 -1.41
C: -3.07 0.49 -0.34
F: -2.85 1.30 -1.38

Output
E_HOMO (alpha / beta): -7.831 / -7.778 eV
multiplicity: 3
energy above the lowest of the compared OMol25 structures with the same formula, charge and spin: 8.19 kcal per mole
LUMO (alpha / beta): -0.02 / -1.90 eV
E: -6095.362223 hartree
<S²>: 2.01
gap between HOMO and LUMO (alpha / beta): 7.82 / 5.88 eV

Löwdin atomic charge list, values in e, 2 entries: 0.618 0.001

---

Record 4
DFT (ωB97M-V/def2-TZVPD) results for a molecular structure, C33H19CoF3N8O3S2.

CARTESIAN COORDINATES (ANGSTROEM)
Co: -0.20 -0.13 0.61
S: 5.17 5.16 0.41
N: 5.27 3.56 0.52
C: 4.05 3.04 0.39
C: 3.70 1.66 0.41
C: 4.63 0.62 0.58
C: 4.17 -0.68 0.58
C: 2.82 -0.92 0.37
N: 1.94 0.04 0.18
C: 2.35 1.32 0.20
C: 1.34 2.34 0.01
N: 0.08 1.93 -0.17
C: -0.87 2.83 -0.33
C: -0.62 4.21 -0.31
C: 0.66 4.66 -0.12
C: 1.68 3.71 0.03
C: 3.06 4.05 0.20
N: 3.58 5.27 0.19
H: 5.68 0.87 0.69
H: 4.84 -1.51 0.72
H: 2.44 -1.93 0.37
H: -1.87 2.45 -0.47
H: -1.44 4.89 -0.43
H: 0.91 5.71 -0.07
N: -10.05 -0.60 0.10
C: -8.90 -0.51 0.15
C: -7.49 -0.41 0.19
C: -6.85 0.65 -0.47
C: -5.48 0.73 -0.45
C: -4.72 -0.23 0.23
C: -5.37 -1.28 0.90
C: -6.75 -1.37 0.88
C: -3.31 -0.16 0.25
C: -2.09 -0.10 0.31
H: -7.44 1.39 -0.99
H: -4.98 1.54 -0.96
H: -4.79 -2.02 1.43
H: -7.26 -2.17 1.39
F: -1.28 -0.49 4.28
C: 0.01 -0.70 4.55
F: 0.38 0.15 5.50
F: 0.14 -1.94 4.99
S: 0.97 -0.44 2.96
O: 0.44 0.82 2.44
O: 2.36 -0.44 3.28
O: 0.51 -1.54 2.11
C: 0.24 -2.63 -3.08
C: 0.40 -1.64 -2.12
N: -0.04 -1.78 -0.87
C: -0.64 -2.91 -0.52
C: -0.86 -3.96 -1.42
C: -0.42 -3.79 -2.73
C: -1.62 -5.15 -1.04
C: -1.47 -5.93 0.03
C: -0.44 -5.90 1.05
C: 0.85 -5.37 0.89
C: 1.72 -5.54 1.96
N: 1.36 -6.16 3.07
C: 0.12 -6.62 3.15
N: -0.76 -6.52 2.19
H: 0.62 -2.48 -4.08
H: 0.90 -0.71 -2.35
H: -0.97 -2.99 0.50
H: -0.59 -4.57 -3.46
H: -2.42 -5.39 -1.74
H: -2.18 -6.73 0.19
H: 1.16 -4.90 -0.02
H: 2.74 -5.20 1.92
H: -0.17 -7.11 4.06

Output
E_HOMO (alpha / beta): -11.501 / -11.504 eV
multiplicity: 5
energy above the lowest of the compared OMol25 structures with the same formula, charge and spin: 11.08 kcal per mole
LUMO (alpha / beta): -3.66 / -6.88 eV
E: -4411.208002 hartree
charge: +1
<S²>: 6.05
gap between HOMO and LUMO (alpha / beta): 7.84 / 4.63 eV

Löwdin atomic charge list, values in e, 2 entries: 0.666 1.059

---

Record 5
DFT (ωB97M-V/def2-TZVPD) results for a molecular structure, C33H20Cl5N5O4PbS.

CARTESIAN COORDINATES (ANGSTROEM)
Pb: -0.64 -0.15 0.97
S: -5.20 0.52 -0.89
C: -5.00 1.57 0.45
C: -3.83 1.36 1.10
C: -3.02 0.30 0.55
C: -3.64 -0.24 -0.54
C: -3.18 -1.35 -1.40
C: -3.71 -1.60 -2.68
C: -3.23 -2.67 -3.41
C: -2.23 -3.48 -2.87
C: -1.75 -3.15 -1.61
N: -2.20 -2.12 -0.90
H: -5.78 2.29 0.67
H: -3.52 1.94 1.96
H: -4.47 -0.94 -3.08
H: -3.62 -2.87 -4.40
H: -1.85 -4.34 -3.41
H: -0.95 -3.72 -1.14
C: 2.99 1.65 -0.45
C: 3.13 0.16 -0.48
N: 2.27 -0.71 -0.02
C: 2.82 -1.96 -0.25
C: 4.05 -1.81 -0.88
N: 4.21 -0.47 -1.01
C: 5.17 -2.68 -1.42
O: 5.06 -3.93 -1.29
O: 6.11 -2.05 -1.94
C: 2.08 -3.20 0.15
O: 2.64 -4.36 -0.11
O: 0.99 -3.13 0.68
H: 2.17 1.91 0.22
H: 2.76 2.04 -1.45
H: 3.91 2.11 -0.10
H: 5.03 -0.07 -1.44
H: 3.57 -4.28 -0.55
Cl: -2.73 -1.66 3.66
C: -1.13 -1.29 4.30
C: -0.28 -0.54 3.51
C: 0.95 -0.25 4.08
Cl: 2.10 0.73 3.19
C: 1.34 -0.70 5.34
Cl: 2.91 -0.34 5.99
C: 0.45 -1.47 6.09
Cl: 0.90 -2.05 7.66
C: -0.81 -1.76 5.57
Cl: -1.93 -2.70 6.51
C: 0.77 0.31 -4.99
C: 0.60 1.67 -4.75
C: 0.23 2.12 -3.49
C: 0.02 1.20 -2.46
C: 0.19 -0.16 -2.70
C: 0.58 -0.60 -3.96
N: -0.38 1.56 -1.13
N: -0.25 2.75 -0.86
C: -0.53 3.12 0.49
C: -0.58 4.51 0.69
C: -0.74 5.01 1.97
C: -0.85 4.13 3.04
C: -0.84 2.75 2.81
C: -0.65 2.20 1.54
H: 1.07 -0.03 -5.98
H: 0.76 2.39 -5.54
H: 0.09 3.17 -3.28
H: 0.04 -0.86 -1.89
H: 0.73 -1.66 -4.14
H: -0.51 5.16 -0.17
H: -0.78 6.09 2.14
H: -0.93 4.51 4.05
H: -0.96 2.09 3.66

Output
E_HOMO: -1.963 eV
energy above the lowest of the compared OMol25 structures with the same formula, charge and spin: 0.00 kcal per mole
LUMO: 3.95 eV
E: -4736.371855 hartree
charge: -2
gap between HOMO and LUMO: 5.91 eV

Löwdin atomic charge list, values in e, 2 entries: 1.214 0.933

---

Going through the records in order, we get M values of 1209.63 879.47 1025.67 755.63 967.09 g/mol.